1.
# C31H45BiCl2N2OP

A structure of composition C31H45BiCl2N2OP in a non-equilibrium geometry (ωB97M-V/def2-TZVPD, the Open Molecules 2025 dataset).

Geometry (Å):
P (2.344, 2.209, -3.234)
C (1.855, 1.586, -4.960)
C (2.424, 2.293, -6.189)
C (1.739, 1.764, -7.462)
C (1.874, 0.245, -7.585)
C (1.340, -0.463, -6.338)
C (2.021, 0.069, -5.062)
C (4.182, 1.783, -2.980)
C (5.147, 2.046, -4.126)
C (6.601, 1.836, -3.650)
C (6.799, 0.433, -3.070)
C (5.798, 0.147, -1.949)
C (4.347, 0.362, -2.419)
C (2.417, 4.057, -3.504)
C (1.018, 4.569, -3.876)
C (1.008, 6.092, -4.069)
C (1.539, 6.818, -2.829)
C (2.934, 6.309, -2.455)
C (2.950, 4.784, -2.261)
H (0.762, 1.797, -4.933)
H (3.507, 2.102, -6.259)
H (2.297, 3.383, -6.126)
H (2.161, 2.261, -8.344)
H (0.673, 2.031, -7.426)
H (1.350, -0.113, -8.477)
H (2.934, -0.010, -7.715)
H (0.259, -0.292, -6.256)
H (1.493, -1.544, -6.412)
H (1.604, -0.429, -4.171)
H (3.095, -0.175, -5.104)
H (4.430, 2.482, -2.159)
H (6.832, 2.584, -2.879)
H (5.028, 3.063, -4.533)
H (4.947, 1.340, -4.950)
H (7.295, 2.009, -4.481)
H (7.823, 0.314, -2.704)
H (6.661, -0.306, -3.870)
H (5.917, -0.875, -1.577)
H (5.997, 0.822, -1.105)
H (3.644, 0.197, -1.586)
H (4.108, -0.377, -3.201)
H (3.113, 4.259, -4.352)
H (0.647, 4.076, -4.787)
H (0.328, 4.298, -3.063)
H (1.637, 6.346, -4.933)
H (-0.008, 6.425, -4.304)
H (0.856, 6.637, -1.990)
H (1.560, 7.897, -2.999)
H (3.289, 6.797, -1.541)
H (3.639, 6.570, -3.254)
H (3.971, 4.455, -2.019)
H (2.314, 4.515, -1.402)
Bi (-0.028, 0.166, -0.059)
Cl (1.996, 1.326, 0.895)
Cl (-1.398, -0.221, -2.125)
C (0.108, -1.845, 0.828)
H (-0.435, -1.920, 1.846)
C (0.904, -2.754, 0.280)
C (1.328, -3.806, 1.136)
C (2.144, -4.785, 0.647)
C (2.586, -4.780, -0.688)
C (2.176, -3.743, -1.555)
C (1.353, -2.730, -1.119)
H (0.967, -3.774, 2.156)
H (2.454, -5.586, 1.315)
H (2.504, -3.744, -2.592)
H (0.994, -1.950, -1.779)
H (3.237, -5.573, -1.058)
N (-5.731, -0.939, 3.586)
C (-4.810, -1.056, 2.597)
O (-4.885, -1.933, 1.757)
C (-3.655, -0.052, 2.551)
C (-3.491, 1.038, 3.407)
C (-2.378, 1.866, 3.294)
C (-1.417, 1.608, 2.327)
N (-1.591, 0.562, 1.478)
C (-2.686, -0.273, 1.576)
H (-6.467, -1.606, 3.608)
H (-5.716, -0.235, 4.333)
H (-4.218, 1.244, 4.170)
H (-2.239, 2.701, 3.949)
H (-0.520, 2.223, 2.225)
H (-2.720, -1.116, 0.862)

Atoms 1-6, force components in eV/Å:
P 0.33 -0.44 -0.10
C -0.28 0.57 0.70
C 0.12 -0.13 -0.29
C 0.10 0.11 0.09
C -0.01 0.04 0.10
C 0.12 0.10 0.25

Summary:
**Charge**: -1
**Calculated total energy**: -78080.6803 eV
**LUMO level**: 1.6 eV
**Frontier orbital gap**: 0.142 Eh
**Relative energy (zero: lowest compared OMol25 entry of this formula, charge and spin)**: 21.21 kcal per mole

Here are the Mulliken charges for atoms 1 to 4, given in e:
1 P 0.44
2 C 0.02
3 C -0.17
4 C -1.00

2.
# C4H12N2O2

The molecule C4H12N2O2 in a non-equilibrium geometry (ωB97M-V/def2-TZVPD, the Open Molecules 2025 dataset).

Geometry (Å):
C (0.341, 2.463, 0.614)
N (-0.921, 1.759, 0.498)
C (-0.908, 0.346, -0.043)
N (-0.987, 0.504, -1.463)
C (0.292, -0.417, 0.490)
C (0.206, -1.928, 0.035)
O (0.732, -2.748, 1.055)
O (1.004, -2.146, -1.109)
H (0.952, 2.056, 1.426)
H (0.919, 2.444, -0.318)
H (0.155, 3.513, 0.863)
H (-1.517, 2.252, -0.168)
H (-1.831, -0.122, 0.314)
H (-0.057, 0.583, -1.866)
H (-1.418, -0.312, -1.891)
H (0.299, -0.391, 1.585)
H (1.237, -0.008, 0.116)
H (-0.818, -2.244, -0.188)
H (0.409, -3.647, 0.868)
H (1.913, -1.956, -0.818)

Atoms 1-6, force components in eV/Å:
C 0.10 -0.04 -0.08
N -0.71 -0.77 0.34
C 0.37 2.29 1.00
N -0.08 -1.01 -1.23
C -0.41 -1.60 -0.07
C 1.14 0.87 0.46

Summary:
**SMILES**: CN[C@@H](N)CC(O)O
**Calculated total energy**: -11417.2535 eV
**LUMO level**: 0.7 eV
**Frontier orbital gap**: 0.338 Eh
**Relative energy (zero: lowest compared OMol25 entry of this formula, charge and spin)**: 45.27 kcal per mole

Here are the natural (NBO) charges for atoms 1 to 4, given in e:
1 C -0.42
2 N -0.64
3 C 0.11
4 N -0.85

3.
# C4H9NO

A cluster of 2 separate species, C4H9NO in total in a non-equilibrium geometry (ωB97M-V/def2-TZVPD, the Open Molecules 2025 dataset).

Geometry (Å):
C (2.363, 1.742, -0.488)
C (2.797, 1.198, 0.645)
N (2.075, 0.549, 1.619)
H (1.345, 2.082, -0.617)
H (3.094, 1.907, -1.261)
H (3.864, 1.221, 0.870)
H (1.076, 0.445, 1.556)
H (2.473, 0.455, 2.529)
C (-3.211, -2.007, -0.723)
C (-2.382, -0.753, -0.846)
O (-1.356, -0.514, -0.267)
H (-4.065, -1.867, -1.383)
H (-2.486, -2.704, -1.161)
H (-3.541, -2.220, 0.285)
H (-2.647, 0.051, -1.561)

Atoms 1-6, force components in eV/Å:
C -0.01 0.31 0.06
C 0.37 -0.31 0.39
N -0.18 0.25 0.01
H -0.20 -0.56 -0.31
H 0.00 0.56 -0.04
H -0.07 -0.45 -0.25

Summary:
**SMILES**: C=CN.CC=O
**Calculated total energy**: -7829.9469 eV
**LUMO level**: 1.0 eV
**Frontier orbital gap**: 0.321 Eh
**Relative energy (zero: lowest compared OMol25 entry of this formula, charge and spin)**: 54.72 kcal per mole

Here are the natural (NBO) charges for atoms 1 to 4, given in e:
1 C -0.56
2 C 0.03
3 N -0.82
4 H 0.20

4.
# C52H45AsN2O6PRuS2Se

A structure of composition C52H45AsN2O6PRuS2Se (ωB97M-V/def2-TZVPD, the Open Molecules 2025 dataset).

Geometry (Å):
Ru (0.407, -0.723, 1.254)
O (1.685, -2.147, 3.423)
N (0.507, -1.469, 3.164)
C (-0.190, -1.306, 4.214)
C (-1.542, -0.759, 4.352)
C (-2.018, -0.719, 5.665)
C (-3.320, -0.350, 5.946)
C (-4.183, -0.045, 4.904)
C (-3.723, -0.085, 3.598)
C (-2.400, -0.406, 3.305)
P (-1.877, -0.497, 1.560)
C (-2.576, 1.007, 0.806)
C (-2.717, 1.050, -0.579)
C (-3.222, 2.178, -1.204)
C (-3.576, 3.290, -0.455)
C (-3.419, 3.267, 0.922)
C (-2.920, 2.135, 1.548)
C (-2.945, -1.861, 0.992)
C (-4.053, -1.696, 0.165)
C (-4.826, -2.794, -0.187)
C (-4.504, -4.056, 0.292)
C (-3.421, -4.219, 1.145)
C (-2.649, -3.125, 1.502)
H (1.382, -3.109, 3.220)
H (0.259, -1.697, 5.122)
H (-1.353, -1.002, 6.472)
H (-3.667, -0.325, 6.970)
H (-5.215, 0.213, 5.105)
H (-4.406, 0.134, 2.786)
H (-2.440, 0.189, -1.174)
H (-3.334, 2.187, -2.280)
H (-3.971, 4.172, -0.943)
H (-3.690, 4.132, 1.515)
H (-2.811, 2.136, 2.624)
H (-4.322, -0.719, -0.214)
H (-5.680, -2.659, -0.838)
H (-5.101, -4.913, 0.004)
H (-3.148, -5.196, 1.519)
H (-1.815, -3.274, 2.174)
S (4.913, -0.027, 1.432)
C (4.712, -1.237, 0.203)
C (5.686, -1.810, -0.610)
C (5.267, -2.666, -1.607)
C (3.907, -2.949, -1.788)
C (2.949, -2.401, -0.966)
C (3.358, -1.533, 0.044)
N (2.530, -0.805, 0.892)
C (3.199, 0.033, 1.628)
C (2.464, 0.989, 2.444)
C (3.096, 1.926, 3.259)
C (2.333, 2.818, 3.989)
C (0.946, 2.769, 3.886)
C (0.329, 1.834, 3.067)
C (1.064, 0.910, 2.321)
H (6.734, -1.579, -0.473)
H (6.000, -3.125, -2.258)
H (3.603, -3.632, -2.570)
H (1.903, -2.646, -1.071)
H (4.178, 1.949, 3.329)
H (2.809, 3.544, 4.635)
H (0.340, 3.463, 4.457)
H (-0.752, 1.829, 3.015)
O (-0.247, -5.234, 0.228)
Se (0.746, -4.246, 1.026)
O (2.312, -4.368, 0.663)
O (0.188, -2.682, 0.603)
O (0.543, -4.302, 2.661)
O (0.261, 0.107, -0.677)
As (0.574, -0.023, -2.307)
C (2.381, 0.528, -2.658)
C (2.951, 0.435, -3.922)
C (4.230, 0.926, -4.135)
C (4.928, 1.525, -3.095)
C (4.347, 1.639, -1.841)
C (3.072, 1.139, -1.620)
C (0.087, -1.732, -3.017)
C (0.431, -2.119, -4.313)
C (0.047, -3.368, -4.771)
C (-0.665, -4.229, -3.941)
C (-1.014, -3.836, -2.660)
C (-0.651, -2.576, -2.199)
C (-0.445, 1.291, -3.269)
C (-1.344, 0.930, -4.264)
C (-2.008, 1.921, -4.977)
C (-1.777, 3.259, -4.690)
C (-0.886, 3.615, -3.685)
C (-0.214, 2.632, -2.979)
H (2.414, -0.010, -4.748)
H (4.680, 0.843, -5.116)
H (5.927, 1.905, -3.265)
H (4.887, 2.106, -1.028)
H (2.612, 1.211, -0.642)
H (0.987, -1.464, -4.969)
H (0.317, -3.677, -5.772)
H (-0.937, -5.214, -4.296)
H (-1.527, -4.509, -1.986)
H (-0.888, -2.300, -1.182)
H (-1.535, -0.114, -4.480)
H (-2.708, 1.644, -5.755)
H (-2.297, 4.027, -5.248)
H (-0.716, 4.656, -3.445)
H (0.479, 2.911, -2.195)
C (-0.423, 5.286, 1.537)
S (-0.145, 4.006, 0.303)
C (1.656, 4.064, 0.286)
H (-0.127, 6.267, 1.164)
H (0.129, 5.056, 2.449)
H (-1.488, 5.300, 1.763)
H (2.056, 3.740, 1.248)
H (2.013, 5.067, 0.051)
H (2.009, 3.380, -0.485)

Atoms 1-6, force components in eV/Å:
Ru -0.14 -0.21 0.00
O -0.09 -0.08 0.03
N 0.28 0.27 -0.01
C -0.13 -0.16 -0.02
C 0.02 0.06 0.01
C 0.00 0.02 0.00

Summary:
**Calculated total energy**: -229643.6674 eV
**LUMO level (spin up / spin down)**: -0.3 / -0.9 eV
**Frontier orbital gap (spin up / spin down)**: 0.285 / 0.261 Eh
**Spin multiplicity**: 2
**Relative energy (zero: lowest compared OMol25 entry of this formula, charge and spin)**: 0.00 kcal per mole
**⟨S²⟩**: 0.757

Here are the Mulliken charges for atoms 1 to 4, given in e:
1 Ru -2.62
2 O -0.58
3 N 1.05
4 C -0.91